Molecular formula: C46H47N4O2PbS2Si
Method: DFT, wB97M-V/def2-TZVPD

Values from the calculation:
**E_tot**: -93293.267 eV
**ΔE to the lowest compared entry with this formula, charge and spin**: 13.10 kcal/mol
**Orbital gap**: 5.7848 eV
**Net charge**: +3

Last column: Löwdin charge in e.
Atoms and positions in Å:
1 Pb 0.52 -0.89 1.00  1.527
2 C 2.92 0.15 3.18  -0.112
3 N 2.28 -1.15 2.92  -0.252
4 C 1.56 -1.62 4.11  -0.116
5 C 0.28 -0.86 4.35  -0.258
6 C -0.27 -0.81 5.62  0.015
7 C -1.47 -0.15 5.81  -0.004
8 C -2.06 0.49 4.73  -0.017
9 C -1.45 0.39 3.50  -0.128
10 N -0.31 -0.28 3.30  -0.012
11 C 3.28 -2.14 2.51  -0.113
12 C 2.65 -3.37 1.89  -0.267
13 C 3.35 -4.57 1.86  0.014
14 C 2.76 -5.68 1.29  -0.002
15 C 1.47 -5.57 0.80  -0.014
16 C 0.84 -4.34 0.87  -0.105
17 N 1.43 -3.25 1.36  -0.036
18 C 3.42 0.75 1.89  -0.282
19 C 4.66 1.35 1.78  0.015
20 C 5.07 1.86 0.56  -0.004
21 C 4.21 1.75 -0.53  -0.024
22 C 2.99 1.14 -0.35  -0.135
23 N 2.59 0.66 0.84  -0.036
24 H 3.75 0.05 3.89  0.146
25 H 2.17 0.81 3.61  0.135
26 H 2.20 -1.57 5.01  0.149
27 H 1.31 -2.67 3.96  0.142
28 H 0.23 -1.31 6.44  0.133
29 H -1.92 -0.12 6.79  0.130
30 H -2.99 1.03 4.84  0.122
31 H -1.89 0.84 2.62  0.093
32 H 3.90 -2.46 3.36  0.149
33 H 3.95 -1.68 1.78  0.142
34 H 4.34 -4.62 2.29  0.133
35 H 3.30 -6.62 1.24  0.131
36 H 0.95 -6.42 0.37  0.124
37 H -0.17 -4.22 0.50  0.098
38 H 5.32 1.40 2.64  0.131
39 H 6.05 2.31 0.45  0.130
40 H 4.49 2.14 -1.50  0.122
41 H 2.29 0.99 -1.16  0.106
42 O -2.09 -0.67 0.78  -0.761
43 S -3.45 -1.34 0.81  1.021
44 C -4.62 -0.52 -0.38  -0.281
45 C -4.33 -0.54 -1.88  -0.210
46 C -3.16 0.35 -2.32  -0.249
47 C -2.63 -0.05 -3.69  -0.307
48 S -0.94 0.63 -3.92  0.952
49 O -0.15 0.07 -2.76  -0.595
50 C -0.49 -0.33 -5.36  -0.407
51 C 0.07 -1.59 -5.21  -0.084
52 C 0.39 -2.33 -6.34  -0.060
53 C 0.16 -1.80 -7.60  -0.053
54 C -0.38 -0.53 -7.74  -0.055
55 C -0.71 0.22 -6.62  -0.083
56 C -3.29 -2.87 -0.11  -0.408
57 C -2.21 -3.09 -0.95  -0.118
58 C -2.16 -4.26 -1.69  -0.067
59 C -3.17 -5.21 -1.56  -0.046
60 C -4.23 -4.99 -0.70  -0.039
61 C -4.30 -3.81 0.03  -0.071
62 H -4.73 0.50 -0.01  0.095
63 H -5.54 -1.07 -0.17  0.096
64 H -5.24 -0.22 -2.40  0.132
65 H -4.14 -1.57 -2.19  0.104
66 H -2.36 0.26 -1.59  0.064
67 H -3.48 1.40 -2.33  0.122
68 H -3.22 0.35 -4.51  0.108
69 H -2.56 -1.13 -3.79  0.101
70 H 0.24 -1.98 -4.21  0.101
71 H 0.82 -3.31 -6.23  0.112
72 H 0.40 -2.38 -8.48  0.117
73 H -0.55 -0.11 -8.73  0.118
74 H -1.14 1.20 -6.72  0.113
75 H -1.44 -2.34 -1.05  0.081
76 H -1.34 -4.43 -2.37  0.115
77 H -3.13 -6.13 -2.14  0.120
78 H -5.01 -5.73 -0.59  0.123
79 H -5.14 -3.62 0.69  0.121
80 C -1.93 5.19 3.95  -0.026
81 C -0.55 4.98 3.93  -0.049
82 C 0.05 4.45 2.80  -0.099
83 C -0.73 4.12 1.68  -0.330
84 C -2.11 4.34 1.71  -0.098
85 C -2.70 4.88 2.84  -0.047
86 Si 0.01 3.42 0.15  1.104
87 C 1.35 4.17 -0.82  -0.333
88 C 1.44 3.86 -2.19  -0.096
89 C 2.42 4.44 -2.98  -0.041
90 C 3.32 5.34 -2.41  -0.014
91 C 3.25 5.64 -1.05  -0.041
92 C 2.27 5.07 -0.26  -0.078
93 H -2.39 5.62 4.83  0.125
94 H 0.05 5.23 4.79  0.121
95 H 1.12 4.30 2.79  0.100
96 H -2.72 4.13 0.84  0.108
97 H -3.77 5.06 2.86  0.123
98 H -0.57 2.17 -0.36  0.005
99 H 0.74 3.17 -2.64  0.093
100 H 2.47 4.22 -4.03  0.124
101 H 4.08 5.80 -3.03  0.128
102 H 3.95 6.34 -0.62  0.124
103 H 2.21 5.33 0.79  0.104

=====

Molecular formula: C4H7NO
Method: DFT, wB97M-V/def2-TZVPD

Values from the calculation:
**E_tot**: -7796.353 eV
**ΔE to the lowest compared entry with this formula, charge and spin**: 75.89 kcal/mol
**SMILES string**: C1=NC1.CC=O
**Orbital gap**: 10.8095 eV

Last column: Löwdin charge in e.
Atoms and positions in Å:
1 C -1.29 1.49 0.04  -0.152
2 N -1.00 0.68 0.95  0.100
3 C -2.13 0.32 -0.01  -0.145
4 H -0.96 2.45 -0.33  0.108
5 H -3.14 0.34 0.40  0.078
6 H -1.92 -0.49 -0.71  0.065
7 C 1.93 -0.22 -0.14  -0.069
8 C 0.90 -1.29 0.06  -0.346
9 O 0.17 -1.70 -0.81  0.012
10 H 1.81 0.57 0.61  0.071
11 H 1.85 0.20 -1.15  0.080
12 H 2.94 -0.64 -0.01  0.079
13 H 0.85 -1.71 1.09  0.118

=====

Molecular formula: C17H32BiN8O2
Method: DFT, wB97M-V/def2-TZVPD

Values from the calculation:
**E_tot**: -39982.044 eV
**ΔE to the lowest compared entry with this formula, charge and spin**: 7.87 kcal/mol
**Orbital gap**: 8.8739 eV
**Net charge**: +3

Last column: Löwdin charge in e.
Atoms and positions in Å:
1 Bi -1.14 1.52 1.14  1.995
2 C -2.50 2.84 -1.53  -0.176
3 C -1.05 2.59 -1.92  -0.149
4 N -0.50 1.46 -1.17  -0.157
5 C -0.70 0.15 -1.78  -0.111
6 C -1.74 -0.69 -1.10  -0.244
7 C -2.22 -1.84 -1.70  0.030
8 C -3.21 -2.57 -1.05  0.028
9 C -3.73 -2.08 0.14  0.040
10 C -3.21 -0.92 0.69  -0.251
11 C -3.79 -0.27 1.92  -0.140
12 N -3.60 1.17 1.84  -0.187
13 C -4.44 1.82 0.82  -0.183
14 C -3.90 3.21 0.49  -0.168
15 N -2.55 3.15 -0.11  -0.185
16 N -2.19 -0.28 0.09  -0.016
17 H -2.89 3.67 -2.14  0.151
18 H -3.11 1.96 -1.73  0.126
19 H -0.97 2.44 -3.00  0.145
20 H -0.46 3.48 -1.66  0.146
21 H 0.49 1.65 -0.99  0.101
22 H -1.00 0.25 -2.83  0.147
23 H 0.24 -0.41 -1.79  0.141
24 H -1.84 -2.16 -2.65  0.138
25 H -3.61 -3.47 -1.49  0.139
26 H -4.54 -2.60 0.64  0.140
27 H -4.85 -0.55 1.99  0.150
28 H -3.29 -0.66 2.81  0.145
29 H -3.80 1.60 2.74  0.140
30 H -4.45 1.20 -0.08  0.120
31 H -5.48 1.92 1.16  0.148
32 H -4.60 3.71 -0.19  0.146
33 H -3.85 3.80 1.40  0.138
34 H -2.10 4.06 0.03  0.138
35 N 0.35 -0.36 1.89  -0.054
36 C 1.68 -0.36 1.26  -0.269
37 C 2.65 -1.22 2.11  -0.127
38 C 4.18 -1.11 2.01  -0.152
39 C 4.88 -1.04 0.66  -0.160
40 N 4.71 -2.21 -0.19  0.101
41 C 4.86 -2.21 -1.52  -0.422
42 N 4.92 -1.06 -2.20  0.222
43 N 4.80 -3.36 -2.19  0.210
44 C 2.10 1.12 0.96  -0.604
45 O 3.25 1.41 0.76  0.107
46 O 1.11 1.94 0.80  -0.275
47 H 0.48 -0.08 2.87  0.106
48 H -0.04 -1.30 1.90  0.110
49 H 1.57 -0.81 0.27  0.142
50 H 2.37 -2.26 1.91  0.118
51 H 2.42 -1.02 3.16  0.125
52 H 4.57 -1.95 2.58  0.127
53 H 4.49 -0.20 2.53  0.128
54 H 5.95 -0.90 0.88  0.146
55 H 4.52 -0.15 0.15  0.087
56 H 4.78 -3.10 0.28  0.168
57 H 5.11 -0.19 -1.73  0.124
58 H 5.08 -1.08 -3.20  0.139
59 H 4.83 -4.25 -1.73  0.136
60 H 4.97 -3.38 -3.19  0.138

=====

Molecular formula: C28H62Br2CaCl6FN5NaO11SSi
Method: DFT, wB97M-V/def2-TZVPD

Values from the calculation:
**E_tot**: -319502.369 eV
**Orbital gap**: 1.2403 eV
**Net charge**: +1

Last column: Löwdin charge in e.
Atoms and positions in Å:
1 C 0.09 5.72 5.06  -0.115
2 C -1.16 4.83 4.95  -0.251
3 C -1.56 4.62 3.48  -0.213
4 C -2.10 3.20 3.31  -0.140
5 C -1.99 2.63 1.84  -0.413
6 N -1.73 3.67 0.87  0.122
7 C -3.31 1.88 1.55  -0.293
8 N -4.49 2.70 1.52  0.107
9 C -3.18 1.02 0.26  -0.265
10 N -3.11 1.78 -0.94  0.118
11 N -2.05 0.02 0.37  -0.025
12 C -2.01 -0.90 -0.83  -0.099
13 C -2.78 -2.19 -0.58  -0.145
14 C -2.04 -3.21 0.28  -0.254
15 C -0.75 -3.74 -0.38  -0.180
16 C 0.14 -4.44 0.64  -0.210
17 O -0.62 -5.18 1.58  -0.171
18 C 0.11 -5.55 2.73  -0.241
19 C -0.42 -4.73 3.89  -0.101
20 C -0.73 0.65 0.73  -0.523
21 Br 0.33 -0.87 1.49  1.008
22 C -0.05 1.28 -0.48  -0.126
23 C 1.24 0.60 -0.87  -0.347
24 O 2.26 1.01 0.04  -0.269
25 Si 3.81 0.55 -0.32  0.456
26 C 4.04 -1.26 -0.76  -0.225
27 C 4.77 0.83 1.31  -0.135
28 C 4.60 1.70 -1.59  -0.140
29 C -0.87 1.58 1.94  -0.289
30 C 0.49 2.19 2.32  -0.104
31 C 1.22 1.51 3.47  -0.765
32 O 2.37 1.22 3.42  0.028
33 Cl 0.33 1.15 4.97  0.716
34 H 0.31 6.22 4.11  0.059
35 H 0.97 5.03 5.32  0.014
36 H -0.01 6.41 5.89  0.066
37 H -2.00 5.17 5.56  0.103
38 H -0.89 3.86 5.38  0.071
39 H -2.30 5.37 3.20  0.118
40 H -0.66 4.81 2.90  0.079
41 H -1.52 2.54 3.94  0.041
42 H -3.11 3.17 3.69  0.112
43 H -2.44 4.39 0.86  0.096
44 H -0.81 4.06 0.94  0.087
45 H -3.40 1.16 2.38  0.136
46 H -4.31 3.66 1.75  0.086
47 H -5.22 2.33 2.10  0.092
48 H -4.10 0.43 0.20  0.159
49 H -3.79 1.37 -1.57  0.044
50 H -3.38 2.75 -0.80  0.091
51 H -2.26 -0.57 1.18  0.106
52 H -0.99 -1.13 -1.16  0.097
53 H -2.50 -0.41 -1.67  0.123
54 H -3.02 -2.66 -1.53  0.141
55 H -3.75 -1.94 -0.13  0.115
56 H -1.85 -2.81 1.30  -0.017
57 H -2.71 -4.07 0.44  0.109
58 H -1.01 -4.46 -1.14  0.136
59 H -0.18 -2.89 -0.77  -0.005
60 H 0.77 -3.72 1.17  0.086
61 H 0.83 -5.08 0.09  0.138
62 H 1.18 -5.41 2.64  0.136
63 H -0.05 -6.60 2.95  0.133
64 H 0.12 -3.79 4.06  0.094
65 H -1.47 -4.54 3.69  -0.098
66 H -0.39 -5.26 4.84  0.100
67 H -0.70 1.31 -1.35  0.124
68 H 0.18 2.32 -0.28  0.122
69 H 1.15 -0.47 -0.98  -0.050
70 H 1.52 0.95 -1.86  0.127
71 H 3.22 -1.89 -0.46  -0.047
72 H 4.27 -1.37 -1.81  -0.012
73 H 4.93 -1.59 -0.20  0.015
74 H 5.28 1.79 1.30  -0.046
75 H 4.03 0.80 2.11  0.015
76 H 5.47 0.00 1.44  0.030
77 H 5.64 1.87 -1.34  0.031
78 H 4.04 2.64 -1.57  0.034
79 H 4.49 1.30 -2.59  0.035
80 H -1.16 0.93 2.76  0.078
81 H 1.23 2.19 1.52  0.107
82 H 0.38 3.23 2.64  0.127
83 C -5.22 0.67 -5.92  -0.162
84 C -4.02 -0.21 -5.64  -0.138
85 O -3.98 -0.29 -4.20  -0.212
86 S -5.47 -0.23 -3.62  0.568
87 O -5.90 -1.55 -3.33  -0.219
88 O -5.51 0.78 -2.62  -0.247
89 O -6.19 0.28 -4.93  -0.383
90 H -4.99 1.72 -5.78  0.138
91 H -5.63 0.52 -6.92  0.128
92 H -3.10 0.20 -6.03  0.138
93 H -4.17 -1.22 -6.03  0.139
94 F 2.46 4.81 5.81  -0.664
95 Na 5.54 3.02 2.54  0.835
96 C 7.30 -3.07 1.08  -0.146
97 O 7.29 -1.86 1.83  -0.139
98 H 6.99 -2.83 0.06  0.070
99 H 8.31 -3.49 1.05  0.080
100 H 6.61 -3.80 1.50  0.078
101 H 7.56 -2.07 2.73  0.073
102 O -4.91 1.32 5.07  -0.062
103 H -4.09 0.81 5.07  0.006
104 H -4.99 1.64 5.98  0.051
105 Br 1.77 -2.29 -2.58  -0.081
106 Cl -8.37 -0.56 -5.92  -0.103
107 Ca -2.85 -3.17 3.61  1.343
108 C 2.19 -1.35 -6.03  -0.020
109 N 1.93 -0.95 -7.44  -0.452
110 O 2.34 -1.68 -8.31  0.033
111 O 1.31 0.08 -7.62  0.050
112 H 2.74 -2.28 -6.03  0.028
113 H 2.77 -0.56 -5.57  0.094
114 H 1.23 -1.47 -5.53  0.054
115 C 6.05 -3.34 -6.56  -2.052
116 Cl 6.97 -1.83 -6.62  0.515
117 Cl 5.00 -3.44 -7.98  0.559
118 Cl 7.16 -4.71 -6.55  0.522
119 Cl 5.06 -3.36 -5.09  0.521

=====

Molecular formula: C2H2OS
Method: DFT, wB97M-V/def2-TZVPD

Values from the calculation:
**E_tot**: -14984.287 eV
**ΔE to the lowest compared entry with this formula, charge and spin**: 78.97 kcal/mol
**SMILES string**: C#C.O=S
**Orbital gap (alpha / beta)**: 7.7777 / 7.6513 eV

Last column: Löwdin charge in e.
Atoms and positions in Å:
1 C -0.80 -0.36 0.33  -0.041
2 C -1.25 0.22 -0.65  0.003
3 H -0.08 -0.90 1.00  0.044
4 H -1.98 0.65 -1.25  -0.009
5 O 1.54 0.40 0.74  -0.740
6 S 2.58 -0.01 -0.17  0.742

=====

Question: E_tot of number 3 (C17H32BiN8O2)?
Answer: -39982.044 eV

=====

Question: E_tot of number 3 (C17H32BiN8O2)?
Answer: -39982.044 eV

=====

Question: The highest E_tot belongs to which entry?
Answer: C4H7NO

=====

Question: What is the formula in the third record?
Answer: C17H32BiN8O2